The following is a quantum chemistry calculation of a molecular structure, C33H43BIN12O2STl in a non-equilibrium geometry, from OMol25.

Output
Gap between HOMO and LUMO: 0.16352 Eh
F_max: 2.1 eV/A
Relative energy (zero: lowest compared OMol25 entry of this formula, charge and spin): 9.6 kJ/mol
Lowest unoccupied orbital energy: 3.225 eV

ORCA input file:
```
! RIJCOSX wB97M-V def2-TZVPD def2/J DEFGRID3
* xyz -2 1
H 4.10493 -1.54466 -4.29034
H -1.31559 -2.26209 -3.64906
N 1.63446 0.09906 -2.71753
C -5.51492 -0.98478 1.12474
C 3.57597 -1.29866 -3.34036
I -0.92762 -6.74211 -2.61788
H 3.90692 0.72406 3.96462
C -3.06808 1.78373 3.46682
H -3.18619 -2.53170 -5.29282
H 2.45952 0.77015 1.99802
C 0.25685 -3.86765 -2.04079
C 0.98888 2.31522 2.26904
H 3.01471 2.09089 4.57543
H -1.51475 -2.26749 -0.09964
H 4.76390 -0.25437 -1.92084
O -0.61955 2.28661 -2.78194
C -4.52256 -1.79201 -0.66401
C 1.79553 3.19559 0.29890
N -3.22295 0.95476 2.42671
N -2.85132 1.52539 1.26981
H 0.37228 1.81490 4.95667
C -1.82167 -1.43357 -4.11399
H 3.40402 -0.59869 0.36112
C -0.67850 -2.52636 3.93222
C -1.95630 -2.00882 4.03694
N 0.02377 -2.74599 -1.35207
C -1.58279 -4.19479 -0.89909
H 1.33436 2.85471 -1.77482
C -2.91518 -1.55677 -4.96922
N -3.56632 -1.61680 0.23746
H -4.33631 -0.58161 -6.23286
H -4.26510 -2.17537 -1.66501
H 3.30480 4.04375 -2.60796
H -0.11009 -3.06146 4.70377
N -1.17721 -1.38623 2.05214
H -6.17732 -0.53361 1.84777
H -3.36030 1.76810 -5.45159
N -1.11209 -2.97418 -0.69913
H 0.96959 -0.68166 -2.89722
H -6.74141 -1.48702 -0.65235
H 4.37605 5.15321 1.38647
C 2.02938 3.26208 -1.06762
N -1.33411 -0.25684 -3.76794
O -2.02602 3.16030 -4.29378
H 1.12517 0.95833 -2.86099
H 5.51183 -1.72493 -2.46564
H 2.46898 0.05548 -4.66843
C -0.24027 -2.12016 2.64948
C 4.11533 -2.08200 -0.90882
C 3.04391 1.00016 4.58054
C 4.56295 -1.29371 -2.13474
H 1.79268 -0.59281 3.80667
B -3.48857 -0.54360 2.60766
N 3.08887 -1.47016 -0.05704
C -2.60850 2.97310 2.98380
C 2.77449 -0.00408 -3.59681
H -3.20728 1.42427 4.47202
C 3.94125 4.69112 -0.68181
H 3.68382 -3.02881 -1.22152
H -2.51990 -4.55182 -0.44837
H 4.76220 5.32358 -1.06149
C 1.51354 0.92470 2.52498
H 0.70125 -2.32053 2.13797
H 2.85498 -2.07356 -3.20758
H -2.19024 3.48374 0.86264
C -2.53598 2.76581 1.58904
S 2.19286 3.61916 2.81717
C 2.70221 3.83392 1.16067
H 4.98771 -2.33113 -0.27599
C -1.94140 0.84551 -4.21921
C -0.77265 -4.79856 -1.82536
C 3.09755 3.99933 -1.54510
C 3.74968 4.62100 0.69865
H 1.13084 -3.92273 -2.68309
N -2.20858 -1.30182 2.91551
C -5.77581 -1.43462 -0.15769
C -3.52656 -0.42529 -5.51112
H 0.75687 0.25342 2.07069
C 1.73896 0.45978 3.96369
H 3.22914 0.58877 5.57428
N -4.17962 -1.09894 1.32702
H -2.27830 3.83214 3.50668
Tl -0.49971 0.84874 -0.38900
H -4.16341 -0.69227 3.58552
H 2.19219 -1.29482 -0.55707
H 0.71967 0.38312 5.90927
H 3.40935 0.86418 -3.43816
H -0.34031 0.25005 4.47804
C -1.48243 2.21095 -3.71434
C 0.55948 0.73836 4.88732
H 0.11166 2.48059 2.84256
H -2.68487 -2.14996 4.85300
N 0.73403 2.59163 0.88845
C -3.02069 0.79818 -5.11274
*
```

Löwdin population analysis, charges in e, atoms 1 to 5: atom 1 (H): 0.1013, atom 2 (H): 0.0791, atom 3 (N): -0.0098, atom 4 (C): -0.1055, atom 5 (C): -0.1932


The following is a quantum chemistry calculation of a molecular structure, C33H43BrN5O4STi in a non-equilibrium geometry, from OMol25.

Output
Gap between HOMO and LUMO (alpha / beta): 0.19593 / 0.26984 Eh
F_max: 3.3 eV/A
Lowest unoccupied orbital energy (alpha / beta): -2.485 / -2.635 eV

ORCA input file:
```
! RIJCOSX wB97M-V def2-TZVPD def2/J DEFGRID3
* xyz 1 3
H -24.87767 -4.54687 9.49835
H -16.47457 -2.22045 2.25941
C -18.58772 -8.89419 10.15349
C -13.52633 -9.34824 5.91984
O -16.01219 -7.42356 7.66540
C -21.98919 -8.05849 3.59218
C -17.70749 -5.30057 2.77753
H -22.25834 -4.38531 9.29997
H -16.17903 -9.83212 8.74174
C -21.58534 -6.74323 3.45581
C -13.85582 -6.90780 5.93883
C -17.20911 -4.26582 4.89793
H -20.08470 -11.94798 10.10743
H -24.14195 -6.19271 9.75066
C -18.97537 -10.17202 10.59789
C -19.87777 -9.18429 8.23831
H -20.31303 -3.15937 8.20236
H -16.49340 -2.23603 4.73261
H -14.54084 -6.11151 6.28022
H -14.17114 -10.20827 5.93555
Ti -18.00522 -6.60724 8.31815
H -20.18279 -8.75529 7.28856
C -15.41269 -9.78050 7.94490
H -13.89548 -6.95416 4.86748
C -14.87308 -4.91446 10.03152
H -18.79458 -3.74808 7.42707
H -25.36920 -5.96823 8.56555
C -19.52657 -7.32859 4.37907
C -22.27389 -4.56034 8.22967
H -24.88893 -5.89343 6.50358
C -21.23218 -8.98328 4.31307
C -20.12032 -5.46413 9.99231
H -17.90921 -4.03858 1.11116
C -20.35294 -6.32719 3.85836
C -24.16630 -5.05415 6.67505
H -17.84204 -6.26587 2.26640
C -17.64246 -5.36324 4.18950
C -19.82540 -10.95753 9.85172
H -12.80742 -6.66305 6.23585
N -23.55573 -5.24189 7.97041
H -22.16381 -3.57993 7.69036
H -19.94971 -5.30249 3.74795
C -12.44473 -3.94776 11.11912
S -17.93279 -6.89867 5.02730
H -20.25521 -4.47514 10.48190
O -16.65349 -4.78273 8.33195
O -17.00418 -6.15480 10.04357
H -18.56506 -10.49169 11.52185
C -14.10855 -5.70757 10.94112
H -19.37029 -9.30567 5.28762
H -13.27380 -9.08332 4.88932
H -22.17338 -6.07588 2.89520
N -18.98376 -8.44355 8.93195
H -23.39880 -5.06162 5.90706
H -17.90529 -8.25976 10.69582
C -24.49711 -5.46015 9.00873
C -12.95279 -5.21520 11.55031
H -21.04040 -10.93790 8.03220
H -21.33798 -6.48506 7.73228
N -13.13484 -3.18360 10.26259
H -20.77590 -5.14440 6.74343
C -17.49055 -4.12800 2.12881
C -16.90840 -3.08401 4.19400
H -15.73158 -10.50538 7.13403
H -14.40423 -6.69602 11.24587
C -14.27432 -3.64972 9.73207
H -22.90873 -8.37811 3.10620
C -19.99246 -8.56615 4.79444
H -11.53319 -3.54819 11.55618
H -18.79554 -3.43411 9.12735
C -19.42377 -3.79823 8.33120
C -16.22158 -5.28029 9.44011
H -14.44492 -10.09777 8.37119
H -12.54485 -9.48319 6.41399
H -21.02508 -6.08096 10.14622
O -18.51073 -6.37329 6.60502
H -19.31215 -6.03973 10.42919
H -16.97884 -4.29071 5.95319
H -14.71111 -3.10474 8.91784
C -20.33815 -10.42171 8.66117
N -19.85150 -5.22713 8.59707
H -21.64041 -9.96662 4.46839
N -14.21964 -8.19810 6.45252
C -15.26308 -8.38753 7.34478
C -21.07804 -5.41537 7.75202
C -16.96579 -3.01658 2.81406
H -24.77539 -4.10456 6.64970
Br -12.03868 -6.23179 12.79754
*
```

Löwdin population analysis, charges in e, atoms 1 to 5: atom 1 (H): 0.0902, atom 2 (H): 0.1127, atom 3 (C): -0.0895, atom 4 (C): -0.0407, atom 5 (O): -0.0802